# 1
Molecular formula: H4O2
Method: DFT, wB97M-V/def2-TZVPD

CARTESIAN COORDINATES (ANGSTROEM)
O: -1.7996 0.8709 -0.0982
H: -2.3311 0.9846 0.7179
H: -1.1264 0.2212 -0.0108
O: 1.5570 -0.4676 -0.4792
H: 1.3505 -1.3710 -0.1643
H: 2.3495 -0.2380 0.0346

For the lowest unoccupied orbital energy, the calculation gives 0.714 eV. The calculation puts the energy relative to the best compared isomer or geometry (same formula, charge and spin) at 5.5 kcal per mole. The SMILES is O.O.

=====

# 2
Molecular formula: H4O2
Method: DFT, wB97M-V/def2-TZVPD

CARTESIAN COORDINATES (ANGSTROEM)
O: -0.9216 0.0784 1.3886
H: -1.4250 -0.7276 1.1938
H: -0.4733 0.2340 0.5438
O: 0.8632 0.4653 -0.8853
H: 1.2704 -0.2549 -0.4161
H: 0.6863 0.2048 -1.8248

For the lowest unoccupied orbital energy, the calculation gives 0.642 eV. The calculation puts the energy relative to the best compared isomer or geometry (same formula, charge and spin) at 2.6 kcal per mole. The SMILES is O.O.

=====

# 3
Molecular formula: H4O2
Method: DFT, wB97M-V/def2-TZVPD

CARTESIAN COORDINATES (ANGSTROEM)
O: -0.6617 -0.6247 0.9258
H: 0.2666 -0.3812 1.3046
H: -1.2505 -0.8173 1.6377
O: 0.9738 0.5211 -1.2503
H: 0.2299 -0.0502 -1.4239
H: 0.4419 1.3524 -1.1938

For the lowest unoccupied orbital energy, the calculation gives 0.873 eV. The calculation puts the energy relative to the best compared isomer or geometry (same formula, charge and spin) at 6.8 kcal per mole. The SMILES is O.O.

=====

# 4
Molecular formula: H4O2
Method: DFT, wB97M-V/def2-TZVPD

CARTESIAN COORDINATES (ANGSTROEM)
O: -1.2696 0.6964 -0.4277
H: -0.8774 1.5757 -0.3126
H: -1.2159 0.2434 0.4611
O: 1.5052 -0.9079 0.1139
H: 1.0696 -0.2169 -0.4308
H: 0.7882 -1.3905 0.5962

For the lowest unoccupied orbital energy, the calculation gives 0.578 eV. The calculation puts the energy relative to the best compared isomer or geometry (same formula, charge and spin) at 5.2 kcal per mole. The SMILES is O.O.

=====

| no. | molar mass (g mol⁻¹) | HOMO level (eV) |
| --- | --- | --- |
| 1 | 36.03 | -11.27 |
| 2 | 36.03 | -11.14 |
| 3 | 36.03 | -11.32 |
| 4 | 36.03 | -11.47 |